[1]
Below is C33H29BCl3F2N4OReS as an isolated structure at a distorted geometry, with properties calculated with the ωB97M-V functional and the def2-TZVPD basis.

Results
- LUMO level (spin up / spin down) (eV) = -4.38 / -4.58
- expectation value of S² = 3.7704

```
! RIJCOSX wB97M-V def2-TZVPD def2/J DEFGRID3
* xyz 1 4
Re 2.17 -1.27 -1.56
Cl -3.90 8.91 0.09
Cl -0.82 2.37 5.24
Cl 0.40 6.74 2.47
S -2.23 -0.21 5.28
F 3.06 1.07 -3.41
F 4.63 -0.57 -3.13
O -1.69 2.66 1.59
N 3.69 -1.65 -0.18
N 1.44 0.06 -0.15
N 2.34 -3.23 -1.62
N 0.79 2.06 0.69
C -1.66 -6.45 -1.55
C 0.66 -5.81 -1.07
C -0.86 3.86 1.51
C 0.23 -0.92 -2.55
C -1.98 -1.03 -1.79
C 4.48 -0.93 0.69
C 5.31 -1.78 1.42
C -1.73 0.29 -2.22
C -2.77 2.68 2.56
C -3.35 6.25 -0.04
C -0.53 -6.46 -0.73
C -1.49 -5.93 -2.88
C 0.96 -0.13 1.16
C -1.06 6.41 1.48
C -3.45 -0.60 4.16
C 0.43 3.47 0.73
C 1.30 1.37 -0.35
C 4.10 -2.99 -0.08
C -0.42 0.39 -2.68
C -0.82 -1.74 -1.92
C 5.06 -3.10 0.93
C -2.98 7.51 0.43
C -1.53 5.14 1.05
C -3.53 0.33 3.18
C 0.57 1.06 1.68
C -1.91 1.27 4.53
C -2.62 5.09 0.20
C -0.25 -5.40 -3.27
C 3.27 -3.83 -0.88
C 0.69 -5.12 -2.30
C -1.77 7.57 1.11
C -2.71 1.49 3.44
C 1.77 -4.18 -2.73
B 3.40 -0.18 -2.79
H 0.89 -1.31 -3.40
H -0.10 -5.17 -4.33
H -1.33 8.51 1.43
H 2.58 -4.68 -3.25
H -0.64 -2.72 -1.54
H -0.53 -7.03 0.22
H -2.32 -5.94 -3.62
H 4.27 0.14 0.73
H 3.51 -4.89 -1.05
H -2.93 4.14 -0.25
H 1.58 1.79 -1.31
H 0.43 3.87 -0.32
H 6.05 -1.54 2.16
H -4.01 -1.51 4.23
H -3.71 2.64 1.95
H 0.32 1.29 2.71
H 1.01 -1.13 1.54
H -2.57 -6.80 -1.14
H -2.43 1.14 -2.14
H 1.30 -3.55 -3.50
H -2.71 3.64 3.14
H 1.55 -5.83 -0.41
H 0.15 1.26 -2.92
H 5.65 -3.94 1.21
H 1.24 3.97 1.23
H -4.27 6.17 -0.63
H -0.52 4.00 2.54
H -4.25 0.29 2.37
H -2.94 -1.37 -1.40
*
```


[2]
Below is C33H29BrN7O2Os as an isolated structure, with properties calculated with the ωB97M-V functional and the def2-TZVPD basis.

Results
- LUMO level (spin up / spin down) (eV) = -8.74 / -9.89
- expectation value of S² = 6.0506

```
! RIJCOSX wB97M-V def2-TZVPD def2/J DEFGRID3
* xyz 3 5
Os -0.64 0.37 -2.34
Br 5.32 -4.02 -1.47
O -0.33 0.36 0.18
O -2.24 0.59 -0.85
N -1.98 -3.47 -3.04
N -0.85 -1.70 -2.43
N -3.91 -1.21 -4.40
N -0.39 2.43 -2.51
N -2.39 0.12 -3.56
N -0.33 0.23 2.87
N 1.43 0.56 -2.26
C 1.77 -0.24 3.92
C 1.87 1.74 -2.50
C -2.43 0.82 3.94
C -3.78 1.14 3.85
C 3.94 -0.73 5.08
C 4.03 -1.99 -2.96
C -0.87 -3.92 -2.35
C 2.37 -0.52 -2.08
C 0.34 -0.39 3.86
C 2.52 0.63 2.96
C 2.45 -1.12 -0.83
C -1.93 -2.14 -3.07
C 0.23 5.10 -2.83
C 2.46 -0.88 4.94
C -3.66 0.99 1.47
C -1.36 3.35 -2.50
C -3.31 0.89 -4.23
C -2.78 -1.14 -3.69
C -1.70 0.55 2.79
C -0.34 -1.23 4.79
C -0.18 -2.82 -1.97
C 1.75 -1.66 5.86
C -1.57 0.53 0.25
C 4.13 -2.60 -1.72
C 3.35 -2.16 -0.65
C -4.40 1.20 2.62
C 1.25 4.15 -2.81
C 0.36 -1.85 5.77
C 3.15 -0.94 -3.15
C -4.26 0.07 -4.76
C 0.91 2.83 -2.63
C -2.31 0.68 1.52
C -1.08 4.70 -2.65
H 0.47 6.15 -2.96
H 2.29 4.44 -2.92
H 4.21 0.29 5.34
H 4.46 -0.97 4.15
H -5.45 1.44 2.55
H -1.94 0.84 4.90
H 1.83 -0.78 -0.02
H 3.06 -0.47 -4.12
H -1.89 5.41 -2.63
H 3.44 -2.64 0.31
H 4.65 -2.33 -3.78
H -2.67 -4.07 -3.46
H 3.11 1.38 3.51
H 2.30 -2.15 6.65
H -4.13 1.07 0.50
H -0.14 -2.51 6.47
H 0.74 -2.75 -1.42
H -4.33 1.35 4.76
H 0.18 0.48 2.03
H 4.33 -1.39 5.86
H 2.94 1.93 -2.57
H -0.69 -4.97 -2.19
H -4.42 -2.04 -4.65
H -1.40 -1.42 4.65
H -2.36 2.97 -2.35
H 1.90 1.18 2.26
H -5.13 0.28 -5.36
H 3.24 0.04 2.38
H -3.23 1.96 -4.32
*
```


[3]
Below is C33H29F9N9O2SnTe as an isolated structure, with properties calculated with the ωB97M-V functional and the def2-TZVPD basis.

Results
- LUMO level (eV) = 1.86

```
! RIJCOSX wB97M-V def2-TZVPD def2/J DEFGRID3
* xyz -1 1
Te -0.35 -2.11 -4.45
Sn 0.51 0.01 -0.69
F -2.53 6.58 -1.67
F 1.76 5.31 -0.21
F 0.35 -3.86 -4.43
F 1.15 -1.54 -5.42
F 1.13 2.76 -0.53
F -0.98 -2.62 -6.15
F -2.01 -2.79 -3.89
F -3.20 4.10 -2.08
F -1.20 -0.49 -4.87
O 2.58 0.08 0.03
O 0.26 -1.67 -2.84
N 1.26 -2.76 -0.18
N 3.26 1.74 -3.81
N 1.74 0.85 -2.52
N -1.10 0.45 2.91
N -0.38 -1.67 3.64
N 0.27 -1.85 2.43
N -2.61 1.60 4.29
N -2.52 -0.57 -0.34
N -1.28 1.92 -1.43
C -1.07 3.23 -1.33
C 0.20 3.69 -0.86
C 3.78 0.23 -0.42
C 0.82 -3.56 0.80
C 2.21 -4.68 -1.26
C -1.63 -0.38 5.17
C -1.60 5.64 -1.40
C 3.04 1.08 -2.65
C 5.44 0.80 -2.12
C -2.73 -0.04 -1.69
C 0.10 -3.02 1.98
C -0.36 6.04 -0.94
C 6.48 0.48 -1.28
C -2.50 0.69 5.33
C 1.03 -4.93 0.79
C -1.47 -1.28 6.22
C -3.55 -0.15 0.59
C -3.08 -0.07 7.53
C -1.95 4.32 -1.60
C 1.95 -3.32 -1.18
C 0.53 5.01 -0.68
C 4.10 0.70 -1.72
C -2.46 -2.02 -0.39
C -3.24 0.84 6.51
C 2.05 1.94 -4.44
C 1.74 -5.50 -0.26
C -2.18 -1.13 7.39
C 4.87 -0.09 0.43
C 1.12 1.38 -3.63
C 6.18 0.03 0.02
C -0.98 -0.56 3.85
C -2.61 1.47 -1.81
C -1.87 1.44 3.16
H -3.28 -0.48 1.60
H -3.39 1.94 -1.20
H -3.63 0.94 0.60
H 7.50 0.57 -1.61
H 1.97 2.44 -5.39
H 0.05 1.33 -3.75
H -0.55 -3.72 2.51
H 1.92 -6.57 -0.28
H 5.68 1.12 -3.13
H -3.65 0.05 8.44
H -1.97 2.23 2.44
H -3.41 -2.46 -0.75
H -2.84 1.71 -2.85
H 0.66 -5.54 1.60
H -3.93 1.67 6.61
H -0.79 -2.11 6.08
H -1.67 -2.34 -1.07
H -4.54 -0.57 0.34
H -2.05 -1.83 8.20
H 6.98 -0.23 0.70
H -1.98 -0.50 -2.33
H 4.62 -0.44 1.42
H -0.11 7.08 -0.79
H 4.15 2.07 -4.14
H 2.76 -5.07 -2.11
H -3.72 -0.35 -2.08
H 2.27 -2.64 -1.96
H -3.21 2.40 4.38
H -2.25 -2.41 0.61
*
```


Please write out number 3 again, unchanged.
Below is C33H29F9N9O2SnTe as an isolated structure, with properties calculated with the ωB97M-V functional and the def2-TZVPD basis.

Results
- LUMO level (eV) = 1.86

```
! RIJCOSX wB97M-V def2-TZVPD def2/J DEFGRID3
* xyz -1 1
Te -0.35 -2.11 -4.45
Sn 0.51 0.01 -0.69
F -2.53 6.58 -1.67
F 1.76 5.31 -0.21
F 0.35 -3.86 -4.43
F 1.15 -1.54 -5.42
F 1.13 2.76 -0.53
F -0.98 -2.62 -6.15
F -2.01 -2.79 -3.89
F -3.20 4.10 -2.08
F -1.20 -0.49 -4.87
O 2.58 0.08 0.03
O 0.26 -1.67 -2.84
N 1.26 -2.76 -0.18
N 3.26 1.74 -3.81
N 1.74 0.85 -2.52
N -1.10 0.45 2.91
N -0.38 -1.67 3.64
N 0.27 -1.85 2.43
N -2.61 1.60 4.29
N -2.52 -0.57 -0.34
N -1.28 1.92 -1.43
C -1.07 3.23 -1.33
C 0.20 3.69 -0.86
C 3.78 0.23 -0.42
C 0.82 -3.56 0.80
C 2.21 -4.68 -1.26
C -1.63 -0.38 5.17
C -1.60 5.64 -1.40
C 3.04 1.08 -2.65
C 5.44 0.80 -2.12
C -2.73 -0.04 -1.69
C 0.10 -3.02 1.98
C -0.36 6.04 -0.94
C 6.48 0.48 -1.28
C -2.50 0.69 5.33
C 1.03 -4.93 0.79
C -1.47 -1.28 6.22
C -3.55 -0.15 0.59
C -3.08 -0.07 7.53
C -1.95 4.32 -1.60
C 1.95 -3.32 -1.18
C 0.53 5.01 -0.68
C 4.10 0.70 -1.72
C -2.46 -2.02 -0.39
C -3.24 0.84 6.51
C 2.05 1.94 -4.44
C 1.74 -5.50 -0.26
C -2.18 -1.13 7.39
C 4.87 -0.09 0.43
C 1.12 1.38 -3.63
C 6.18 0.03 0.02
C -0.98 -0.56 3.85
C -2.61 1.47 -1.81
C -1.87 1.44 3.16
H -3.28 -0.48 1.60
H -3.39 1.94 -1.20
H -3.63 0.94 0.60
H 7.50 0.57 -1.61
H 1.97 2.44 -5.39
H 0.05 1.33 -3.75
H -0.55 -3.72 2.51
H 1.92 -6.57 -0.28
H 5.68 1.12 -3.13
H -3.65 0.05 8.44
H -1.97 2.23 2.44
H -3.41 -2.46 -0.75
H -2.84 1.71 -2.85
H 0.66 -5.54 1.60
H -3.93 1.67 6.61
H -0.79 -2.11 6.08
H -1.67 -2.34 -1.07
H -4.54 -0.57 0.34
H -2.05 -1.83 8.20
H 6.98 -0.23 0.70
H -1.98 -0.50 -2.33
H 4.62 -0.44 1.42
H -0.11 7.08 -0.79
H 4.15 2.07 -4.14
H 2.76 -5.07 -2.11
H -3.72 -0.35 -2.08
H 2.27 -2.64 -1.96
H -3.21 2.40 4.38
H -2.25 -2.41 0.61
*
```